[1]
13 unconnected molecules or ions with the total composition H26O13. Source: the OMol25 dataset; level of theory: ωB97M-V/def2-TZVPD.

Calculated values
ΔE to the lowest compared entry with this formula, charge and spin in eV: 2.9668
2S+1: 1
Frontier orbital gap in Eh: 0.4005

Each line ends with the Löwdin charge.
Cartesian coordinates (Å):
1 O 0.51063 -3.97554 2.22915  -0.053
2 H 0.89261 -4.85280 2.25615  0.029
3 H 0.09450 -3.92135 1.36884  0.023
4 O 0.50170 5.14355 -1.26008  -0.054
5 H 0.10593 5.77847 -0.66303  0.028
6 H -0.17226 4.47450 -1.38009  0.029
7 O -4.70688 3.44213 0.49260  -0.055
8 H -4.29745 2.60544 0.71293  0.025
9 H -4.89919 3.84548 1.33910  0.031
10 O 3.77929 4.40623 1.48542  -0.054
11 H 3.30868 4.86958 0.79254  0.022
12 H 3.83136 3.50169 1.17671  0.026
13 O -0.35706 -1.34682 -4.78236  -0.051
14 H -1.17223 -0.89898 -4.55618  0.031
15 H -0.12733 -1.00515 -5.64650  0.035
16 O 0.30981 0.26614 0.73185  -0.051
17 H 1.24135 0.16190 0.92576  0.027
18 H 0.10151 -0.46753 0.15343  0.024
19 O -1.87850 2.60063 4.08937  -0.057
20 H -1.26323 1.89494 3.89017  0.028
21 H -1.43413 3.39625 3.79653  0.029
22 O -4.52209 -1.54396 1.04125  -0.055
23 H -4.71292 -2.47872 0.96360  0.026
24 H -4.66768 -1.34532 1.96622  0.031
25 O 4.43331 -2.79655 3.59031  -0.048
26 H 4.71790 -3.62224 3.19855  0.029
27 H 3.47765 -2.82620 3.54495  0.024
28 O 3.19272 -1.60350 -2.96699  -0.052
29 H 3.57043 -2.35026 -3.43165  0.030
30 H 2.33970 -1.47017 -3.38029  0.014
31 O -1.34183 -4.30551 -1.82410  -0.050
32 H -2.28946 -4.17260 -1.79992  0.029
33 H -1.02703 -3.67203 -2.46895  0.022
34 O 5.21517 0.05258 0.68300  -0.051
35 H 4.99284 -0.28724 -0.18379  0.024
36 H 5.05400 -0.68066 1.27682  0.018
37 O -4.11743 0.99571 -2.80842  -0.053
38 H -4.38631 1.83348 -2.43149  0.026
39 H -4.29808 0.35435 -2.12122  0.024

***

[2]
A molecular structure, H26O13. Source: the OMol25 dataset; level of theory: ωB97M-V/def2-TZVPD.

Calculated values
ΔE to the lowest compared entry with this formula, charge and spin in eV: 8.5125
2S+1: 1
Frontier orbital gap in Eh: 0.2836

Each line ends with the Löwdin charge.
Cartesian coordinates (Å):
1 H -0.28029 0.64834 -0.34131  0.086
2 H 1.35527 0.34620 -0.62226  0.062
3 H 4.66182 1.25162 -0.54581  -0.011
4 H 5.74199 1.48812 0.41290  0.043
5 H -4.68477 -1.57596 2.29992  -0.003
6 H -3.96348 -1.24836 0.99835  0.027
7 H -3.31479 1.10446 0.86405  0.107
8 H -3.13167 0.36706 2.31972  0.036
9 H 1.87093 -2.89792 3.12138  0.024
10 H 2.54690 -2.40774 1.73458  0.049
11 H 2.02698 2.62392 -0.49280  0.039
12 H 1.58239 2.72808 -1.88581  0.059
13 H -1.90560 3.13888 -0.67454  0.066
14 H -1.24896 4.40623 -1.25301  -0.003
15 H 2.95409 -1.50853 -2.74676  0.056
16 H 3.28396 -2.08134 -1.35463  -0.012
17 H 4.13537 -1.32302 0.64545  0.044
18 H 5.46430 -1.87406 0.76163  0.044
19 H -1.50982 -0.04493 -2.32219  0.098
20 H -1.44166 -0.46668 -0.84502  0.001
21 H -3.92485 -0.64693 -0.83306  -0.042
22 H -5.38990 -1.03466 -1.21411  0.093
23 H -1.88676 -2.02024 -1.20974  -0.045
24 H -3.22052 -2.32783 -1.57782  0.048
25 H 0.83754 2.98717 2.62052  0.035
26 H 2.02902 2.19604 3.07359  -0.039
27 O 0.52499 0.72887 -0.96576  -0.154
28 O 5.59057 1.36861 -0.53681  -0.035
29 O -4.81556 -1.18423 1.48296  -0.081
30 O -2.92028 0.33173 1.40140  -0.085
31 O 2.07763 -3.17059 2.22394  -0.085
32 O 1.52186 2.14537 -1.13237  -0.095
33 O -1.65381 4.09698 -0.47191  -0.066
34 O 2.55059 -1.80394 -1.90595  -0.058
35 O 4.65334 -2.08761 0.30580  -0.046
36 O -1.85943 0.15556 -1.42614  -0.065
37 O -4.82379 -0.36620 -0.73106  -0.074
38 O -2.32341 -2.75115 -1.56434  -0.023
39 O 1.15386 2.30810 3.20360  0.004